[1]
Below is 2 unconnected molecules or ions with the total composition C5H3NO at a distorted geometry, with properties calculated with the ωB97M-V functional and the def2-TZVPD basis.

```
10
Properties=species:S:1:pos:R:3:forces:R:3
N 1.6813 1.3340 -0.0264 0.65 0.96 -0.60
C 1.3956 0.2634 0.2489 -0.67 -0.33 0.60
C 0.8753 -0.9130 0.8337 -0.97 0.92 2.90
C 1.0220 -2.0304 0.1724 0.63 -0.01 0.15
O 1.3106 -2.9451 -0.4468 -0.32 -0.87 -0.43
H 0.4610 -0.8017 1.9326 0.78 -0.66 -2.62
C -1.5651 1.1831 -1.2630 0.81 0.84 -0.55
C -1.8361 1.3328 -0.1078 -0.76 -0.75 0.46
H -1.1069 1.3475 -2.2189 -0.32 -0.37 0.10
H -2.2377 1.2293 0.8754 0.17 0.28 -0.01
```
Forces are in eV/Å.

Properties
* electronic energy: -322.1789 hartree
* HOMO energy: -9.9 eV
* spin multiplicity: 1
* ΔE to the lowest compared entry with this formula, charge and spin: 70.83 kcal per mole
* LUMO energy: 0.1 eV
* strongest force on any atom: 3.2 eV/A
* total charge: 0

=====

[2]
Below is a molecular structure, C41H39As2ClNORhS4 at a distorted geometry, with properties calculated with the ωB97M-V functional and the def2-TZVPD basis.

```
90
Properties=species:S:1:pos:R:3:forces:R:3
Rh 0.4169 -0.8125 -0.5173 0.26 1.05 0.61
C 3.3202 1.2748 -0.0475 0.04 0.00 0.23
C 3.4231 0.7978 -1.4807 0.00 0.07 -0.13
As 1.6603 0.2717 -2.1879 -0.20 -0.48 -0.02
C 2.2546 -0.6119 -3.8139 0.15 0.22 -0.01
C 2.0003 -1.9561 -4.0415 -0.10 -0.07 0.13
C 2.5274 -2.5872 -5.1595 0.00 -0.05 -0.02
C 3.3168 -1.8826 -6.0524 0.02 -0.02 -0.04
C 3.5875 -0.5408 -5.8263 0.00 0.02 -0.01
C 3.0613 0.0902 -4.7114 -0.03 0.06 0.07
C 0.8786 1.9357 -2.8077 0.08 -0.08 -0.15
C 0.6002 2.9271 -1.8720 0.07 -0.02 0.13
C 0.0156 4.1176 -2.2665 -0.04 0.06 0.04
C -0.3193 4.3207 -3.5963 -0.01 0.03 -0.04
C -0.0690 3.3285 -4.5295 -0.01 -0.02 -0.02
C 0.5288 2.1383 -4.1384 -0.02 -0.08 0.00
As 2.2277 -0.0189 0.9727 0.45 -0.51 -0.46
C 3.5159 -1.5181 0.9642 0.10 0.31 0.18
C 3.3267 -2.5712 0.0820 -0.25 -0.09 -0.17
C 4.2491 -3.6047 0.0028 0.02 -0.06 -0.03
C 5.3762 -3.5954 0.8091 -0.01 -0.03 -0.02
C 5.5793 -2.5434 1.6898 0.03 0.03 0.04
C 4.6570 -1.5108 1.7652 0.00 0.08 0.02
C 2.5313 0.6135 2.7827 -0.16 0.01 -0.08
C 2.4444 -0.2752 3.8490 -0.01 -0.11 -0.04
C 2.6953 0.1546 5.1409 -0.04 -0.04 0.04
C 3.0293 1.4785 5.3826 -0.03 0.00 0.05
C 3.0974 2.3720 4.3275 0.01 0.07 -0.01
C 2.8478 1.9433 3.0314 0.01 0.03 -0.03
H 2.8494 2.2582 0.0159 0.00 -0.05 -0.02
H 4.2978 1.3337 0.4401 -0.06 0.01 -0.07
H 4.0314 -0.1109 -1.5414 -0.06 0.08 -0.02
H 3.8599 1.5485 -2.1457 -0.04 -0.04 0.10
H 1.3773 -2.5125 -3.3522 0.03 0.05 -0.02
H 2.3147 -3.6336 -5.3328 -0.01 -0.02 0.00
H 3.7239 -2.3766 -6.9243 0.01 -0.02 -0.02
H 4.2076 0.0145 -6.5173 0.01 0.01 -0.01
H 3.2794 1.1400 -4.5454 -0.03 -0.02 0.00
H 0.8045 2.7643 -0.8191 0.00 -0.02 -0.06
H -0.2026 4.8780 -1.5288 0.00 0.02 0.02
H -0.7906 5.2451 -3.9010 -0.01 0.03 -0.01
H -0.3473 3.4714 -5.5650 -0.01 0.01 -0.02
H 0.7002 1.3644 -4.8759 0.03 0.00 0.02
H 2.4434 -2.5804 -0.5603 0.10 0.04 0.11
H 4.0863 -4.4142 -0.6973 0.01 -0.03 -0.02
H 6.0958 -4.4005 0.7488 0.02 -0.03 0.00
H 6.4587 -2.5229 2.3202 0.02 -0.01 0.01
H 4.8338 -0.6967 2.4590 -0.03 0.00 -0.01
H 2.1839 -1.3144 3.6751 0.01 0.03 -0.03
H 2.6106 -0.5434 5.9633 0.02 -0.01 0.02
H 3.2119 1.8137 6.3943 0.02 0.01 0.03
H 3.3430 3.4103 4.5082 0.01 0.02 0.01
H 2.9096 2.6626 2.2246 -0.01 -0.02 -0.03
O -5.6373 0.0620 -3.6414 -0.17 0.02 -0.03
C -4.6070 -0.0840 -3.0508 0.25 -0.04 0.00
S -3.9759 1.0347 -1.8344 -0.01 0.08 0.04
C -2.5064 0.1502 -1.4648 -0.18 -0.15 -0.29
C -2.2870 -0.9891 -2.1745 -0.09 0.16 0.07
S -0.8570 -1.9467 -2.0421 -0.10 -0.24 -0.22
S -3.5026 -1.4557 -3.3360 -0.02 0.00 0.00
S -1.4399 0.7196 -0.2583 0.09 -0.12 0.22
Cl -0.3608 0.8022 8.4063 0.00 -0.01 0.00
C -0.4978 0.7699 6.6740 -0.01 -0.03 0.03
C -0.3942 1.9579 5.9595 -0.01 -0.08 0.09
C -0.4765 1.9293 4.5871 0.00 -0.09 -0.13
C -0.6562 0.7158 3.8838 0.04 0.01 0.29
C -0.6638 0.6591 2.4805 -0.42 -0.05 -0.12
C -0.7799 -0.4654 4.6524 -0.03 0.05 -0.07
C -0.7050 -0.4435 6.0259 0.03 0.13 0.09
H -0.2399 2.8903 6.4836 0.00 0.01 0.04
H -0.3863 2.8530 4.0310 0.01 0.02 -0.06
H -0.7896 -0.2891 1.9885 0.03 0.10 -0.03
H -0.6346 1.5667 1.9023 0.18 0.06 -0.06
H -0.9396 -1.4072 4.1431 0.00 -0.02 -0.07
H -0.7989 -1.3539 6.6006 0.00 -0.01 0.05
C 0.6728 -5.3736 2.4722 -0.02 -0.08 0.00
C -0.2329 -4.9680 1.3056 0.00 0.01 -0.09
C 0.2641 -5.5813 -0.0122 -0.06 -0.09 0.05
C -1.6914 -5.3502 1.5698 0.00 -0.07 -0.01
C -0.1533 -3.5140 1.1458 0.06 0.45 0.20
N -0.0544 -2.3777 1.0053 0.02 -0.49 -0.25
H 0.6718 -6.4605 2.5553 0.00 -0.03 0.02
H 0.3148 -4.9569 3.4132 0.00 0.03 0.01
H 1.6966 -5.0407 2.3064 0.04 0.02 -0.01
H 0.1795 -6.6668 0.0527 0.01 -0.01 0.00
H 1.3071 -5.3247 -0.1873 0.07 0.04 -0.02
H -0.3313 -5.2322 -0.8548 -0.01 0.02 -0.02
H -1.7663 -6.4365 1.6174 -0.02 -0.03 0.02
H -2.3397 -4.9919 0.7722 -0.02 0.01 -0.03
H -2.0392 -4.9371 2.5151 -0.02 0.03 0.03
```
Forces are in eV/Å.

Properties
* electronic energy: -8350.7304 hartree
* HOMO energy (alpha / beta): -5.5 / -5.6 eV
* spin multiplicity: 1
* ΔE to the lowest compared entry with this formula, charge and spin: 65.07 kcal per mole
* LUMO energy (alpha / beta): -1.8 / -1.9 eV
* strongest force on any atom: 1.2 eV/A
* total charge: 0

=====

[3]
Below is C5H7N in the gas phase at a distorted geometry, with properties calculated with the ωB97M-V functional and the def2-TZVPD basis.

```
13
Properties=species:S:1:pos:R:3:forces:R:3
C 0.9702 -0.2297 -2.6485 -0.93 0.38 -0.86
C 0.6566 0.0087 -0.2960 3.27 -1.28 2.52
C 1.8422 -0.6433 -0.0790 -3.24 1.99 4.42
C -1.6836 0.0713 0.4269 -0.71 -0.49 0.04
C -0.3054 0.6040 0.6859 0.93 -3.43 1.25
N 0.4537 0.0330 -1.6288 -0.67 0.52 -2.67
H 2.1466 -0.7793 0.9751 0.22 -0.09 -0.90
H 2.3615 -0.8933 -0.9120 1.88 -1.16 -1.77
H -1.8060 -0.9924 0.7440 -0.15 1.08 0.58
H -1.9873 -0.0108 -0.6087 0.27 0.57 -0.51
H -2.2642 0.8683 0.8834 -1.17 -0.89 0.34
H -0.0574 0.3317 1.7902 0.09 0.33 -2.01
H -0.3268 1.6318 0.6675 0.21 2.48 -0.42
```
Forces are in eV/Å.

Properties
* electronic energy: -249.3616 hartree
* HOMO energy: -9.5 eV
* spin multiplicity: 1
* ΔE to the lowest compared entry with this formula, charge and spin: 70.07 kcal per mole
* LUMO energy: 0.7 eV
* strongest force on any atom: 5.8 eV/A
* total charge: 0